1.
124
Properties=species:S:1:pos:R:3 method="wB97M-V/def2-TZVPD" total_charge=0 multiplicity=1 molar_mass_g_mol=1608.05 e_tot_ha=-14438.5622 gap_ev=8.4
O -0.21906 -0.57331 5.12836
C 0.89759 -0.28300 4.40712
I 2.06206 -1.97887 3.66777
C 1.24130 1.30894 4.22162
P 2.36221 1.73300 2.73589
C 1.84038 0.84877 1.12676
C 0.27157 1.06916 0.68886
C -0.79745 0.06151 1.41584
C -1.76415 0.92487 2.41940
S -3.43703 1.39047 1.68102
O -3.54944 1.15665 0.15534
O -4.52095 0.59839 2.49506
O -3.71617 3.06421 2.06122
P 2.05219 3.88594 2.36528
O 0.36434 4.14156 2.74709
Cl 2.45754 4.27337 0.31283
H 0.25085 1.97500 4.26069
H 1.84802 1.63039 5.19815
H 2.49262 1.33605 0.25330
H 2.12822 -0.30934 1.09485
H 0.22205 0.81861 -0.47747
H -0.04786 2.19507 0.78274
H -1.48315 -0.41408 0.56555
H -0.23285 -0.83388 1.91451
H -1.96728 0.30323 3.40020
H -1.20918 1.95785 2.64228
H -4.06833 3.13099 2.99860
H 0.10862 5.06140 2.43186
Cl -6.99157 1.71653 5.17169
C -6.06976 0.20822 5.39188
C -5.79293 -0.08706 6.85761
Cl -4.64233 1.07107 7.57077
H -5.14358 0.28909 4.81501
H -6.67150 -0.59609 4.95822
H -5.34555 -1.08004 6.95866
H -6.71041 -0.06469 7.45367
Cl -1.06979 2.04041 -4.88322
C -2.37036 0.86740 -4.55803
C -2.65348 0.72109 -3.07122
Cl -1.31365 -0.07377 -2.20704
H -2.08702 -0.08772 -5.01037
H -3.26356 1.23538 -5.07171
H -3.54004 0.09832 -2.92119
H -2.83463 1.69102 -2.59793
Cl 0.53503 6.53229 5.63391
C 1.43818 7.98676 5.14192
C 1.01609 8.48833 3.76990
Cl 1.50937 7.37760 2.46732
H 2.50598 7.75027 5.17377
H 1.23700 8.75375 5.89579
H 1.49357 9.45033 3.56276
H -0.06777 8.62552 3.70666
Cl 0.23856 4.99348 -3.62652
C 0.84160 6.65928 -3.81263
C 2.23093 6.83677 -3.22064
Cl 2.22385 6.72029 -1.44296
H 0.11693 7.33630 -3.35042
H 0.86588 6.86850 -4.88627
H 2.61762 7.82884 -3.47089
H 2.93210 6.09062 -3.60688
Cl -0.35474 5.81351 9.82510
C -1.79367 5.56172 8.80566
C -2.03442 4.09072 8.50500
Cl -0.78645 3.41146 7.43033
H -1.66644 6.14503 7.88877
H -2.64596 5.97285 9.35488
H -2.99323 3.96805 7.99315
H -2.05763 3.49075 9.41991
Cl 2.01704 0.08663 -9.24019
C 1.11764 1.62399 -9.26857
C 0.14104 1.73969 -8.10881
Cl -1.21805 0.59763 -8.25825
H 0.60829 1.70157 -10.23380
H 1.86003 2.42558 -9.21030
H -0.29121 2.74417 -8.08567
H 0.63268 1.55835 -7.14809
Cl 7.15956 -3.95705 5.70121
C 5.60053 -4.77559 5.97066
C 5.11721 -5.51301 4.73179
Cl 4.64475 -4.39633 3.42659
H 4.87601 -4.02549 6.30165
H 5.75349 -5.48525 6.78923
H 4.23200 -6.10769 4.97492
H 5.88393 -6.18830 4.33976
Cl 8.73650 -5.15264 9.22183
C 9.53358 -3.66190 8.66008
C 10.43996 -3.05984 9.72223
Cl 9.51860 -2.40354 11.09851
H 8.75614 -2.95832 8.34754
H 10.12276 -3.93150 7.77846
H 11.00895 -2.22797 9.29726
H 11.15099 -3.79586 10.10988
Cl -3.83232 -2.24256 -5.94232
C -5.45918 -2.18156 -5.21926
C -6.14319 -0.84427 -5.45582
Cl -5.36562 0.47785 -4.54967
H -5.36482 -2.40290 -4.15191
H -6.04133 -2.98361 -5.68283
H -7.18162 -0.89262 -5.11569
H -6.14445 -0.57406 -6.51627
Cl -1.65355 -5.23521 -9.27291
C -0.85647 -3.74448 -9.83467
C 0.04991 -3.14241 -8.77251
Cl -0.87145 -2.48611 -7.39624
H -1.63391 -3.04089 -10.14721
H -0.26729 -4.01407 -10.71629
H 0.61890 -2.31054 -9.19749
H 0.76094 -3.87843 -8.38486
Cl -2.65502 -11.08094 -7.55592
C -1.75187 -9.62648 -8.04791
C -2.17396 -9.12491 -9.41993
Cl -1.68068 -10.23564 -10.72251
H -0.68407 -9.86296 -8.01606
H -1.95305 -8.85948 -7.29404
H -1.69648 -8.16290 -9.62707
H -3.25782 -8.98772 -9.48317
Cl 0.47775 -5.67738 -1.02014
C -0.13909 -4.59497 -2.29336
C 0.89104 -3.55928 -2.71567
Cl 1.20466 -2.36207 -1.43423
H -1.05568 -4.12484 -1.92461
H -0.40089 -5.22777 -3.14665
H 0.52545 -3.00415 -3.58432
H 1.84382 -4.02505 -2.98556

=====

2.
100
Properties=species:S:1:pos:R:3 method="wB97M-V/def2-TZVPD" total_charge=0 multiplicity=1 molar_mass_g_mol=580.80 e_tot_ha=-1931.0304 gap_ev=9.3 relative_energy_kj_mol=1178.81
C -5.78361 0.78550 -0.01722
C -6.50886 1.09451 -1.36262
O -5.78995 1.35148 -2.39858
C -8.00326 1.10956 -1.45339
H -5.88118 -0.19673 -0.02645
H -6.14011 1.35228 0.84825
H -4.68506 1.05670 -0.01342
H -8.23881 2.26502 -1.09497
H -8.49485 0.39770 -0.82681
H -8.29174 1.36195 -2.38886
C 4.51871 0.78187 -0.52231
C 5.71978 0.26193 -1.29037
O 6.56474 -0.29997 -0.60069
C 5.72414 0.30550 -2.67509
H 4.78571 1.21306 0.41006
H 3.49929 0.08819 -0.45966
H 4.11321 1.73125 -1.06161
H 6.55093 -0.28336 -2.90061
H 5.58048 1.40960 -2.98449
H 4.78180 -0.20620 -3.05735
C -6.08824 -1.83896 -3.82164
C -5.08586 -2.14424 -2.79608
O -5.47495 -2.68809 -1.71350
C -3.59718 -1.88848 -3.11547
H -7.08238 -1.79230 -3.52645
H -5.82936 -2.43675 -4.68198
H -6.03460 -0.80699 -4.16910
H -2.80169 -2.10977 -2.42050
H -3.48068 -0.70636 -3.13086
H -3.49340 -2.32496 -4.07941
C 0.82730 -2.21660 5.28810
C 0.95271 -0.87215 6.05443
O 1.10851 -0.84129 7.23380
C 0.99046 0.42970 5.19051
H 1.75062 -2.56261 4.98545
H -0.01867 -2.08881 4.65409
H 0.61381 -3.01176 6.01873
H 0.55750 1.34050 5.70038
H 0.41578 0.33169 4.50202
H 1.99452 0.62241 4.76795
C 3.53473 4.42579 3.33675
C 2.69937 3.35789 2.71205
O 2.23487 2.54725 3.33271
C 2.61945 3.54868 1.18490
H 3.56855 5.34483 2.68837
H 4.39591 3.99635 3.58436
H 3.09998 4.69055 4.31141
H 2.61133 4.63620 0.80078
H 1.70808 3.05771 0.78995
H 3.33541 3.03292 0.83958
C 4.67764 -2.25862 2.90535
C 3.66441 -3.00188 2.10263
O 2.48886 -2.74429 2.37336
C 4.09373 -4.15630 1.04588
H 5.60547 -2.93446 2.90289
H 4.21156 -1.99120 3.82081
H 4.70991 -1.29790 2.27538
H 3.22027 -4.71381 0.66623
H 4.83842 -4.83852 1.58487
H 4.37792 -3.74002 0.28563
C -1.56491 -0.60135 1.68122
C -0.69980 -0.58325 0.39612
O -1.21215 -0.80407 -0.68645
C 0.82679 -0.41107 0.47894
H -1.62216 -1.55147 2.16227
H -2.58284 -0.13557 1.44427
H -1.30539 0.03648 2.56872
H 1.18494 -1.32781 0.89255
H 1.09698 0.51440 0.86857
H 1.13403 -0.17536 -0.55397
C -1.40014 3.27031 1.88046
C -1.29374 4.78563 2.20087
O -0.88071 5.16420 3.26408
C -1.72571 5.86340 1.13236
H -1.07996 2.97517 0.94915
H -2.45551 2.99149 1.76128
H -1.16205 2.60073 2.73215
H -0.86499 6.01338 0.66092
H -2.08498 6.70259 1.74296
H -2.59658 5.53041 0.31083
C -1.34204 -5.30164 -3.26742
C 0.00557 -4.62524 -3.41216
O 0.62402 -4.71178 -4.47031
C 0.63936 -3.98749 -2.21462
H -1.78724 -5.05560 -4.24926
H -1.70270 -5.18211 -2.36888
H -1.41971 -6.33587 -3.43458
H 0.20776 -2.93866 -1.97985
H 1.68896 -3.71444 -2.32859
H 0.56291 -4.67810 -1.33683
C -0.25676 0.23918 -4.00234
C 1.24604 0.76782 -4.00635
O 2.13186 0.13040 -4.36782
C 1.35052 2.17880 -3.51331
H -0.70760 0.43352 -4.90941
H -0.77220 0.47515 -3.16670
H -0.18872 -0.74720 -3.79293
H 0.57396 2.71175 -3.90738
H 2.27671 2.41798 -3.46667
H 1.21676 2.13011 -2.30009